*one*
Density functional theory data (ωB97M-V/def2-TZVPD) for a single C21H24N2O5S molecule.

Last column: natural (NBO) charge in e.
Geometry (Å):
1 O 0.0427 3.9478 -1.3447  -0.617
2 C -0.2924 3.2659 -0.3938  0.650
3 C -0.2460 1.7697 -0.4604  -0.048
4 C 0.9779 1.1219 -0.5803  -0.192
5 C 1.0276 -0.2522 -0.7180  -0.207
6 C -0.1437 -0.9987 -0.7618  -0.034
7 C -0.0725 -2.4940 -0.9240  -0.248
8 N 0.9022 -2.8658 -1.9227  -0.857
9 S 1.5120 -4.4112 -1.8509  2.312
10 O 2.4602 -4.5228 -2.9166  -0.931
11 O 1.9277 -4.6362 -0.4996  -0.938
12 C 0.0960 -5.4507 -2.2076  -0.261
13 C -0.6466 -5.9707 -1.1666  -0.223
14 C -1.7718 -6.7274 -1.4526  -0.208
15 C -2.1370 -6.9492 -2.7714  -0.190
16 C -1.3806 -6.4241 -3.8083  -0.206
17 C -0.2561 -5.6663 -3.5254  -0.222
18 C -1.3657 -0.3479 -0.6627  -0.201
19 C -1.4192 1.0259 -0.5074  -0.222
20 N -0.7725 3.8012 0.7547  -0.433
21 C -0.9704 3.0860 1.9915  -0.221
22 C 0.0987 3.4818 3.0124  -0.428
23 C 0.0875 4.9969 3.2308  0.536
24 C 0.2523 5.7165 1.8789  -0.463
25 C -0.8232 5.2392 0.9049  -0.229
26 O -1.1201 5.3744 3.8666  -0.541
27 C -0.8456 6.4836 4.6928  -0.097
28 C 0.6899 6.4808 4.8524  -0.099
29 O 1.1172 5.3464 4.1318  -0.522
30 H 1.8881 1.7022 -0.5649  0.222
31 H 1.9736 -0.7637 -0.8061  0.231
32 H -1.0715 -2.8988 -1.1493  0.187
33 H 0.2860 -2.9534 0.0027  0.237
34 H 0.6997 -2.5619 -2.8613  0.405
35 H -0.3223 -5.7891 -0.1542  0.242
36 H -2.3605 -7.1447 -0.6498  0.221
37 H -3.0133 -7.5400 -2.9931  0.219
38 H -1.6659 -6.6066 -4.8332  0.222
39 H 0.3653 -5.2544 -4.3052  0.239
40 H -2.2831 -0.9177 -0.7062  0.211
41 H -2.3737 1.5267 -0.4361  0.220
42 H -1.9540 3.3513 2.3942  0.204
43 H -0.9319 2.0116 1.8118  0.229
44 H 1.0908 3.1987 2.6613  0.218
45 H -0.0918 2.9894 3.9653  0.227
46 H 0.1722 6.7949 2.0197  0.214
47 H 1.2452 5.4885 1.4896  0.223
48 H -1.8108 5.5146 1.2897  0.200
49 H -0.6727 5.6819 -0.0812  0.250
50 H -1.2000 7.4106 4.2258  0.171
51 H -1.3697 6.3351 5.6394  0.191
52 H 1.0099 6.3593 5.8888  0.193
53 H 1.1380 7.3929 4.4395  0.171

multiplicity: 1
orbital gap: 9.75 eV
SMILES: O=C(c1ccc(CNS(=O)(=O)c2ccccc2)cc1)N1CCC2(CC1)OCCO2


*two*
Density functional theory data (ωB97M-V/def2-TZVPD) for a single C21H24N2O5S molecule.

Last column: natural (NBO) charge in e.
Geometry (Å):
1 C 9.5526 1.4491 0.7035  -0.634
2 C 9.2839 0.4882 -0.4459  -0.077
3 O 7.9066 0.5011 -0.8245  -0.491
4 C 7.0705 -0.2551 -0.1127  0.747
5 O 7.3988 -0.9592 0.8111  -0.597
6 C 5.6842 -0.1250 -0.6169  -0.223
7 C 4.6823 -0.8062 -0.0621  -0.232
8 C 3.2905 -0.6817 -0.5619  0.633
9 O 2.9847 0.0405 -1.4853  -0.587
10 N 2.4114 -1.4657 0.1387  -0.585
11 C 1.0387 -1.6171 -0.0417  0.163
12 C 0.3388 -0.9847 -1.0697  -0.210
13 C -1.0254 -1.1797 -1.1880  -0.171
14 C -1.6851 -1.9961 -0.2915  -0.355
15 S -3.4483 -2.2239 -0.4272  2.302
16 O -3.8862 -1.7005 -1.6891  -0.931
17 O -3.7702 -3.5825 -0.0917  -0.944
18 N -4.0250 -1.2895 0.8532  -0.884
19 C -4.4713 0.0170 0.5137  0.151
20 C -3.5980 1.0902 0.6658  -0.014
21 C -2.2225 0.9111 1.2353  -0.641
22 C -4.0296 2.3592 0.2982  -0.219
23 C -5.2996 2.5773 -0.2074  0.010
24 C -5.7538 3.9472 -0.6120  -0.627
25 C -6.1577 1.4916 -0.3359  -0.220
26 C -5.7621 0.2119 0.0117  0.000
27 C -6.6899 -0.9540 -0.1483  -0.645
28 C -1.0047 -2.6365 0.7265  -0.167
29 C 0.3567 -2.4481 0.8526  -0.236
30 H 9.2298 2.4528 0.4379  0.212
31 H 10.6160 1.4638 0.9236  0.218
32 H 9.0138 1.1269 1.5912  0.223
33 H 9.5629 -0.5314 -0.1599  0.200
34 H 9.8270 0.7866 -1.3447  0.192
35 H 5.5184 0.5421 -1.4494  0.243
36 H 4.8856 -1.4669 0.7701  0.219
37 H 2.7962 -2.0111 0.8986  0.401
38 H 0.8669 -0.3502 -1.7615  0.258
39 H -1.5949 -0.7091 -1.9735  0.248
40 H -4.7243 -1.8329 1.3404  0.411
41 H -2.1408 -0.0479 1.7393  0.230
42 H -1.4738 0.9492 0.4448  0.225
43 H -2.0058 1.7098 1.9426  0.219
44 H -3.3504 3.1921 0.4147  0.204
45 H -4.9925 4.6911 -0.3926  0.214
46 H -5.9659 3.9725 -1.6802  0.221
47 H -6.6682 4.2165 -0.0854  0.219
48 H -7.1530 1.6491 -0.7269  0.204
49 H -6.2231 -1.7159 -0.7719  0.239
50 H -7.6199 -0.6399 -0.6148  0.222
51 H -6.9246 -1.4012 0.8195  0.209
52 H -1.5507 -3.2805 1.3967  0.242
53 H 0.9009 -2.9447 1.6433  0.211

multiplicity: 1
orbital gap: 8.21 eV
SMILES: CCOC(=O)/C=C/C(=O)Nc1ccc(S(=O)(=O)Nc2c(C)cc(C)cc2C)cc1


Stability verdict: *two*, ahead by 50.7 kJ/mol


*one*
Density functional theory data (ωB97M-V/def2-TZVPD) for 4 unconnected molecules or ions with the total composition C4H8Cl8.

Last column: natural (NBO) charge in e.
Geometry (Å):
1 Cl -2.0146 -3.8236 -1.5074  -0.031
2 C -1.0641 -2.6204 -2.3883  -0.396
3 Cl 0.5218 -3.3252 -2.7196  -0.034
4 H -1.5235 -2.3488 -3.3387  0.227
5 H -0.8589 -1.7767 -1.7294  0.228
6 Cl -1.2162 1.7237 1.5689  -0.049
7 C -1.7707 0.2776 2.4450  -0.394
8 Cl -0.4703 -0.3851 3.4404  -0.007
9 H -2.5700 0.6528 3.0841  0.224
10 H -2.1721 -0.4932 1.7872  0.229
11 Cl 4.0740 1.4168 1.0738  -0.047
12 C 2.6107 0.9170 1.9870  -0.382
13 Cl 2.9954 -0.4877 3.0162  -0.024
14 H 2.2924 1.8001 2.5409  0.223
15 H 1.8342 0.6419 1.2732  0.227
16 Cl -1.3641 1.1103 -3.2069  -0.035
17 C -0.1006 1.7061 -2.0886  -0.391
18 Cl 0.8423 0.3757 -1.4094  -0.022
19 H 0.5347 2.4395 -2.5852  0.228
20 H -0.5801 2.1993 -1.2431  0.226

multiplicity: 1
orbital gap: 11.22 eV
SMILES: ClCCl.ClCCl.ClCCl.ClCCl


*two*
Density functional theory data (ωB97M-V/def2-TZVPD) for 4 unconnected molecules or ions with the total composition C4H8Cl8.

Last column: natural (NBO) charge in e.
Geometry (Å):
1 Cl -0.3186 2.5960 6.3587  -0.013
2 C 0.5709 1.2976 5.5588  -0.389
3 Cl -0.4768 0.3592 4.4660  -0.045
4 H 1.4125 1.6587 4.9818  0.225
5 H 0.8989 0.6090 6.3282  0.223
6 Cl -2.1650 -4.4620 -3.0112  -0.014
7 C -0.6411 -3.7348 -2.5028  -0.376
8 Cl 0.0174 -4.6607 -1.0957  -0.051
9 H 0.1230 -3.8122 -3.2649  0.221
10 H -0.8061 -2.7080 -2.2056  0.220
11 Cl 1.8302 -0.1721 1.6137  -0.003
12 C 0.3745 0.4618 0.8727  -0.394
13 Cl 0.0078 -0.3266 -0.6781  -0.055
14 H -0.4820 0.3693 1.5289  0.231
15 H 0.5200 1.5097 0.6315  0.222
16 Cl -1.7225 2.8168 -4.1818  -0.051
17 C -0.1252 2.0407 -3.8755  -0.382
18 Cl 1.1423 3.2599 -3.9769  -0.016
19 H -0.1465 1.5966 -2.8900  0.226
20 H -0.0137 1.3014 -4.6578  0.221

multiplicity: 1
orbital gap: 11.44 eV
SMILES: ClCCl.ClCCl.ClCCl.ClCCl


Stability verdict: *one*, ahead by 8.6 kJ/mol


*one*
Density functional theory data (ωB97M-V/def2-TZVPD) for a single C7H7NS molecule.

Last column: natural (NBO) charge in e.
Geometry (Å):
1 C 2.1765 -1.4075 -0.2949  -0.653
2 C 0.7907 -0.8775 -0.4258  0.058
3 C -0.1151 -1.2841 -1.2985  -0.472
4 S -1.5178 -0.3525 -1.4242  0.444
5 C -1.1943 0.6473 -0.0763  -0.144
6 C -2.1692 1.6205 0.3273  -0.662
7 C 0.0141 0.3962 0.4864  -0.195
8 C 0.7338 0.9901 1.5512  0.250
9 N 1.4855 1.4663 2.2712  -0.305
10 H 2.8268 -0.5756 -0.2639  0.239
11 H 2.1235 -1.8293 0.8178  0.230
12 H 2.2892 -2.2638 -1.0792  0.237
13 H -0.0331 -2.1418 -2.0353  0.248
14 H -3.1165 1.1107 0.7179  0.239
15 H -1.7583 2.1476 1.2275  0.241
16 H -2.5358 2.3534 -0.5012  0.245

multiplicity: 1
orbital gap: 9.54 eV
SMILES: Cc1csc(C)c1C#N


*two*
Density functional theory data (ωB97M-V/def2-TZVPD) for a single C7H7NS molecule.

Last column: natural (NBO) charge in e.
Geometry (Å):
1 C 0.2281 0.9488 -2.1559  -0.671
2 C 1.2574 0.4815 -1.2461  0.219
3 C 2.2346 0.0037 -0.5656  -0.077
4 N 1.3041 0.6001 0.4162  -0.462
5 C 0.5540 -0.3639 1.0878  -0.028
6 C -0.4063 -0.1618 2.1178  -0.313
7 C -0.8576 -1.4084 2.5969  -0.250
8 C -0.3389 -2.4821 1.9963  -0.416
9 S 0.8514 -2.0490 0.7902  0.349
10 H -0.3321 1.7160 -1.7889  0.243
11 H -0.3893 0.1788 -2.5203  0.247
12 H 0.7416 1.3136 -3.0662  0.241
13 H 3.1713 -0.3088 -0.4451  0.218
14 H -0.6751 0.9262 2.1390  0.244
15 H -1.7506 -1.5167 3.1946  0.223
16 H -0.3975 -3.5122 2.3333  0.233

multiplicity: 1
orbital gap: 8.61 eV
SMILES: CC1=CN1c1cccs1


*three*
Density functional theory data (ωB97M-V/def2-TZVPD) for a single C7H7NS molecule.

Last column: natural (NBO) charge in e.
Geometry (Å):
1 C 0.0132 2.2096 0.1904  -0.627
2 C 0.1467 0.6928 0.1443  0.054
3 C -1.1496 0.0767 -0.0337  -0.346
4 C -2.1617 0.9860 -0.3782  0.243
5 N -3.0366 1.6099 -0.7582  -0.307
6 S -1.5044 -1.5894 -0.1571  0.349
7 C 0.1483 -2.3251 -0.1921  -0.581
8 C 1.2314 -1.4205 0.1929  -0.104
9 C 1.2598 -0.1242 0.2987  -0.282
10 H 0.7396 2.5513 -0.5678  0.224
11 H 0.4214 2.4496 1.2567  0.221
12 H -0.9805 2.5558 0.0520  0.248
13 H 0.4219 -2.5742 -1.2907  0.219
14 H 0.1433 -3.3427 0.2783  0.248
15 H 2.0905 -2.0993 0.4227  0.214
16 H 2.2166 0.3438 0.5418  0.226

multiplicity: 1
orbital gap (alpha / beta): 7.45 / 7.45 eV
SMILES: CC1=C(C#N)SCC=C1


Stability verdict: *one*, ahead by 44.7 kJ/mol


*one*
Density functional theory data (ωB97M-V/def2-TZVPD) for a gas-phase ion, C7H12 (charge -1).

Last column: Löwdin spin population.
Geometry (Å):
1 C -2.0348 -0.6895 -0.2316  0.020
2 C -1.3549 0.3098 0.7734  0.017
3 C -0.0533 0.8316 0.1062  0.204
4 C -0.1558 1.9000 -0.6949  0.295
5 C 1.9321 -0.1396 -1.0646  0.168
6 C 1.1436 -0.1593 0.0710  0.126
7 C 1.5973 -1.0361 1.2422  0.015
8 H -2.3195 -0.0659 -1.0745  0.005
9 H -1.2993 -1.3445 -0.8908  0.002
10 H -2.7962 -1.3552 0.1415  0.003
11 H -1.1534 -0.3103 1.7113  -0.001
12 H -1.9514 1.1408 0.9397  0.001
13 H -1.1271 2.4669 -0.3773  0.020
14 H 0.0410 2.0946 -1.7921  0.060
15 H 1.5959 0.2631 -2.1216  0.030
16 H 2.8902 -0.6704 -1.1592  0.023
17 H 0.6786 -1.5693 1.5405  0.004
18 H 1.8034 -0.2254 2.0360  0.003
19 H 2.5635 -1.4413 0.8447  0.003

multiplicity: 2
net charge: -1
orbital gap (alpha / beta): 4.01 / 7.09 eV


*two*
Density functional theory data (ωB97M-V/def2-TZVPD) for a gas-phase ion, C7H12 (charge -1).

Last column: Löwdin spin population.
Geometry (Å):
1 C 1.4763 -1.8091 0.5881  0.012
2 C 0.6411 -1.1864 -0.5336  0.013
3 C 0.0087 0.1347 -0.0597  0.092
4 C -1.3438 0.1794 0.1690  0.225
5 C -2.2785 -0.4100 -0.8829  0.045
6 C 0.5811 2.4609 0.6276  0.338
7 C 0.9847 1.1736 0.2089  0.145
8 H 2.3733 -1.2476 0.8467  0.002
9 H 0.8010 -1.9517 1.4248  0.001
10 H 1.9421 -2.7274 0.1750  0.004
11 H 1.0971 -1.1495 -1.5357  0.000
12 H -0.1240 -1.9344 -0.7539  0.000
13 H -1.8545 0.8112 0.8882  0.028
14 H -3.2606 0.0532 -0.8853  0.002
15 H -1.8366 -0.2248 -1.8765  0.009
16 H -2.2884 -1.5127 -0.8860  0.009
17 H -0.0960 2.4566 1.4848  0.036
18 H 0.9779 3.4136 0.2887  0.032
19 H 1.9994 0.9025 -0.0692  0.007

multiplicity: 2
net charge: -1
orbital gap (alpha / beta): 4.62 / 5.91 eV


Stability verdict: *two*, ahead by 81.4 kJ/mol